The following is a DFT calculation (the ωB97M-V functional and the def2-TZVPD basis) of C8H17BN2 as an isolated structure at a distorted geometry.

The geometry in XYZ format:
```
28
C8H17BN2 the ωB97M-V functional and the def2-TZVPD basis
B 0.341 0.071 -0.236
C 1.276 0.219 -2.118
C 1.095 -1.135 -1.854
N 0.768 1.100 -1.175
N 0.525 -1.347 -0.648
C 0.845 2.495 -1.493
C 0.205 -2.804 -0.319
C -1.942 -0.327 0.582
C -0.781 1.736 1.440
C 0.159 -0.528 2.238
C -0.572 0.243 1.091
H 1.850 0.490 -2.990
H 1.196 -1.894 -2.603
H 1.689 2.636 -2.173
H 0.945 3.036 -0.577
H -0.111 2.843 -1.846
H -0.412 -2.856 0.568
H 1.198 -3.316 -0.163
H -0.375 -3.267 -1.146
H -2.411 0.423 -0.072
H -2.645 -0.695 1.317
H -1.711 -1.207 -0.085
H -1.299 2.256 0.695
H -1.284 1.704 2.426
H 0.203 2.239 1.545
H 1.148 -0.030 2.491
H -0.368 -0.532 3.244
H 0.468 -1.553 1.862
```

Summary:
E, eV: -12228.091
E_LUMO, Ha: 0.02839
Relative energy (zero: lowest compared OMol25 entry of this formula, charge and spin), eV: 0.014

How is the electron density shared among the atoms? According to Mulliken, the charges in e are: atom 1 (B): -0.21, atom 2 (C): -0.47, atom 3 (C): -0.55, atom 4 (N): 0.36, atom 5 (N): 0.17, atom 6 (C): -0.92, atom 7 (C): -1.23, atom 8 (C): -1.46, atom 9 (C): -1.95, atom 10 (C): -1.35, atom 11 (C): 1.64, atom 12 (H): 0.30, atom 13 (H): 0.33, atom 14 (H): 0.27, atom 15 (H): 0.35, atom 16 (H): 0.33, atom 17 (H): 0.53, atom 18 (H): 0.34, atom 19 (H): 0.36, atom 20 (H): 0.35, atom 21 (H): 0.35, atom 22 (H): 0.36, atom 23 (H): 0.41, atom 24 (H): 0.45, atom 25 (H): 0.29, atom 26 (H): 0.32, atom 27 (H): 0.36, atom 28 (H): 0.28

***

The following is a DFT calculation (the ωB97M-V functional and the def2-TZVPD basis) of a 2-piece molecular cluster, C8H17Cl2OP2S overall at a distorted geometry.

The geometry in XYZ format:
```
31
C8H17Cl2OP2S the ωB97M-V functional and the def2-TZVPD basis
C -0.798 -3.629 -0.775
C -0.359 -2.227 -0.513
P -1.274 -0.632 -1.027
P 0.551 0.619 -0.812
S 1.888 -0.086 -2.038
C -2.934 -1.538 -1.368
Cl -3.258 -2.078 -3.148
C -3.961 -1.822 -0.292
C -5.395 -2.572 -0.709
Cl -3.669 -1.350 1.515
H -1.200 -4.232 0.173
H -0.708 -4.166 -1.823
H 0.663 -2.102 0.082
H -1.325 -0.170 -2.409
H -1.867 0.227 -0.016
H 0.215 1.980 -1.227
H 1.030 0.673 0.546
H -6.087 -2.725 0.251
H -5.237 -3.556 -1.322
H -6.023 -1.844 -1.414
C 3.854 3.321 2.639
C 3.231 2.323 1.650
C 3.651 2.697 0.218
O 1.917 2.438 1.730
H 3.539 4.355 2.447
H 3.590 3.076 3.676
H 4.948 3.296 2.567
H 3.708 1.355 1.859
H 3.328 3.708 -0.063
H 3.238 1.996 -0.518
H 4.743 2.666 0.122
```

Summary:
E, eV: -65068.183
E_LUMO, Ha: 0.03424
Charge: -1

How is the electron density shared among the atoms? According to Mulliken, the charges in e are: atom 1 (C): -0.57, atom 2 (C): -0.14, atom 3 (P): 0.26, atom 4 (P): 0.06, atom 5 (S): -0.44, atom 6 (C): -0.05, atom 7 (Cl): -0.21, atom 8 (C): 0.17, atom 9 (C): -0.90, atom 10 (Cl): -0.20, atom 11 (H): 0.22, atom 12 (H): 0.26, atom 13 (H): 0.32, atom 14 (H): 0.01, atom 15 (H): 0.03, atom 16 (H): 0.13, atom 17 (H): 0.17, atom 18 (H): 0.29, atom 19 (H): 0.26, atom 20 (H): 0.26, atom 21 (C): -1.51, atom 22 (C): 0.64, atom 23 (C): -1.06, atom 24 (O): -0.87, atom 25 (H): 0.34, atom 26 (H): 0.32, atom 27 (H): 0.39, atom 28 (H): 0.10, atom 29 (H): 0.23, atom 30 (H): 0.06, atom 31 (H): 0.41

***

The following is a DFT calculation (the ωB97M-V functional and the def2-TZVPD basis) of C8H17ClHoO8 as an isolated structure at a distorted geometry.

The geometry in XYZ format:
```
35
C8H17ClHoO8 the ωB97M-V functional and the def2-TZVPD basis
Ho -0.962 0.477 -0.025
C 1.211 0.848 -2.155
C 1.132 -0.659 -1.882
O 0.752 -0.780 -0.531
C 0.601 -2.068 0.026
C -0.658 -2.063 0.908
O -0.824 -0.874 1.684
C -0.015 -0.766 2.843
C 0.784 0.506 2.661
O -0.008 1.347 1.818
C 0.760 1.865 0.697
C -0.080 2.232 -0.567
O -0.030 1.448 -1.792
H 1.360 1.007 -3.228
H 2.050 1.321 -1.635
H 2.099 -1.140 -2.059
H 0.364 -1.121 -2.512
H 1.486 -2.265 0.639
H 0.527 -2.846 -0.741
H -0.699 -2.951 1.549
H -1.530 -2.102 0.246
H 0.626 -1.636 3.021
H -0.691 -0.659 3.696
H 1.757 0.264 2.219
H 0.966 1.006 3.618
H 1.591 1.206 0.445
H 1.203 2.794 1.076
H 0.228 3.238 -0.877
H -1.138 2.297 -0.292
O -3.298 -0.994 -2.049
Cl -2.081 -0.197 -1.975
O -1.694 0.100 -3.347
O -2.557 1.185 -1.398
O -0.987 -1.206 -1.473
H -2.243 1.188 1.394
```

Summary:
Spin multiplicity: 5
E, eV: -63247.830
E_LUMO (alpha / beta), Ha: -0.17803 / -0.17986
Relative energy (zero: lowest compared OMol25 entry of this formula, charge and spin), eV: 0.000
Expectation value of S²: 6.01
Charge: +1

How is the electron density shared among the atoms? According to Mulliken, the charges in e are: atom 1 (Ho): -0.12, atom 2 (C): -0.54, atom 3 (C): -0.44, atom 4 (O): -0.30, atom 5 (C): -0.46, atom 6 (C): -0.72, atom 7 (O): -0.25, atom 8 (C): -0.38, atom 9 (C): -0.54, atom 10 (O): -0.17, atom 11 (C): -0.49, atom 12 (C): -0.49, atom 13 (O): -0.23, atom 14 (H): 0.43, atom 15 (H): 0.35, atom 16 (H): 0.49, atom 17 (H): 0.48, atom 18 (H): 0.43, atom 19 (H): 0.43, atom 20 (H): 0.58, atom 21 (H): 0.36, atom 22 (H): 0.32, atom 23 (H): 0.37, atom 24 (H): 0.31, atom 25 (H): 0.46, atom 26 (H): 0.38, atom 27 (H): 0.57, atom 28 (H): 0.68, atom 29 (H): 0.20, atom 30 (O): -0.66, atom 31 (Cl): 1.92, atom 32 (O): -0.63, atom 33 (O): -0.47, atom 34 (O): -0.70, atom 35 (H): -0.19

***

The following is a DFT calculation (the ωB97M-V functional and the def2-TZVPD basis) of an isolated ion of composition C8H17ClOP and charge +1.

The geometry in XYZ format:
```
28
C8H17ClOP the ωB97M-V functional and the def2-TZVPD basis
C -0.110 -0.438 2.035
C -1.007 -1.358 1.204
C -0.727 -2.822 1.559
C -0.818 -1.164 -0.311
C -1.219 0.245 -0.818
P 0.087 1.361 -1.358
C -0.397 3.060 -1.040
C 1.712 1.118 -0.611
C 2.500 -0.028 -1.222
O 2.586 -1.125 -0.769
Cl 3.330 0.447 -2.696
H 0.943 -0.676 1.833
H -0.281 -0.570 3.104
H -0.273 0.622 1.792
H -2.055 -1.122 1.432
H 0.311 -3.064 1.306
H -0.845 -2.985 2.635
H -1.398 -3.508 1.038
H 0.201 -1.434 -0.596
H -1.475 -1.879 -0.816
H -1.820 0.779 -0.071
H -1.858 0.146 -1.705
H 0.249 1.228 -2.737
H -1.360 3.248 -1.518
H 0.366 3.750 -1.401
H -0.518 3.164 0.044
H 1.615 0.951 0.464
H 2.261 2.051 -0.780
```

Summary:
E, eV: -32424.364
E_LUMO, Ha: -0.12171
Relative energy (zero: lowest compared OMol25 entry of this formula, charge and spin), eV: 0.000
Charge: +1

How is the electron density shared among the atoms? According to Mulliken, the charges in e are: atom 1 (C): -1.24, atom 2 (C): 0.56, atom 3 (C): -1.52, atom 4 (C): -0.82, atom 5 (C): -0.79, atom 6 (P): 0.53, atom 7 (C): -1.15, atom 8 (C): -0.76, atom 9 (C): 0.41, atom 10 (O): -0.38, atom 11 (Cl): -0.13, atom 12 (H): 0.24, atom 13 (H): 0.47, atom 14 (H): 0.25, atom 15 (H): 0.26, atom 16 (H): 0.36, atom 17 (H): 0.40, atom 18 (H): 0.39, atom 19 (H): 0.29, atom 20 (H): 0.44, atom 21 (H): 0.49, atom 22 (H): 0.51, atom 23 (H): 0.15, atom 24 (H): 0.40, atom 25 (H): 0.42, atom 26 (H): 0.41, atom 27 (H): 0.28, atom 28 (H): 0.52

***

The following is a DFT calculation (the ωB97M-V functional and the def2-TZVPD basis) of a 2-piece molecular cluster, C8H17F4NO2PS overall.

The geometry in XYZ format:
```
34
C8H17F4NO2PS the ωB97M-V functional and the def2-TZVPD basis
C -0.563 -1.622 -1.127
C -1.831 -0.772 -1.175
C -1.588 0.567 -1.899
C -2.406 -0.394 0.188
N -2.821 -1.549 1.058
F -3.703 -1.064 2.020
P -1.525 -2.397 2.169
S -0.503 -1.227 3.222
H 0.148 -1.231 -0.384
H -0.759 -2.680 -0.924
H -0.061 -1.588 -2.099
H -2.606 -1.327 -1.727
H -1.971 0.521 -2.921
H -2.068 1.422 -1.415
H -0.523 0.794 -1.944
H -1.712 0.191 0.801
H -3.339 0.164 0.067
H -3.393 -2.208 0.515
H -0.939 -3.134 1.152
H -2.475 -3.255 2.714
C 2.114 2.187 2.076
C 1.726 1.011 1.214
O 1.860 1.299 -0.198
C 3.089 1.183 -0.690
O 4.080 0.885 -0.103
C 3.057 1.437 -2.222
F 2.333 2.503 -2.527
F 2.489 0.374 -2.814
F 4.265 1.583 -2.696
H 1.534 3.069 1.806
H 1.921 1.951 3.122
H 3.173 2.414 1.968
H 0.672 0.765 1.327
H 2.322 0.127 1.444
```

Summary:
E, eV: -45142.001
E_LUMO, Ha: -0.14510
Charge: +1

How is the electron density shared among the atoms? According to Mulliken, the charges in e are: atom 1 (C): -1.58, atom 2 (C): 1.12, atom 3 (C): -1.32, atom 4 (C): -1.06, atom 5 (N): 0.08, atom 6 (F): -0.15, atom 7 (P): 0.30, atom 8 (S): -0.15, atom 9 (H): 0.29, atom 10 (H): 0.36, atom 11 (H): 0.44, atom 12 (H): 0.29, atom 13 (H): 0.37, atom 14 (H): 0.41, atom 15 (H): 0.18, atom 16 (H): 0.29, atom 17 (H): 0.43, atom 18 (H): 0.42, atom 19 (H): 0.12, atom 20 (H): 0.16, atom 21 (C): -1.33, atom 22 (C): 0.31, atom 23 (O): -0.18, atom 24 (C): 0.30, atom 25 (O): -0.50, atom 26 (C): 0.88, atom 27 (F): -0.24, atom 28 (F): -0.26, atom 29 (F): -0.23, atom 30 (H): 0.33, atom 31 (H): 0.37, atom 32 (H): 0.36, atom 33 (H): -0.24, atom 34 (H): 0.42

***

The following is a DFT calculation (the ωB97M-V functional and the def2-TZVPD basis) of C8H17F6HgNO13S3 as an isolated structure at a distorted geometry.

The geometry in XYZ format:
```
49
C8H17F6HgNO13S3 the ωB97M-V functional and the def2-TZVPD basis
Hg -1.608 -0.293 -0.590
S -4.920 -0.762 -3.214
O -4.938 -0.386 -1.813
O -3.515 -0.911 -3.553
O -5.548 -2.034 -3.416
O -5.366 0.329 -4.075
C 0.487 5.911 -2.933
F 0.759 6.356 -1.658
F 0.590 6.911 -3.795
F 1.440 5.041 -3.202
S -1.247 4.942 -2.819
O -1.432 4.342 -4.136
O -0.932 3.860 -1.878
O -2.278 5.908 -2.431
C 4.113 -0.271 -4.568
F 4.916 -1.044 -5.330
F 4.607 -0.055 -3.363
F 3.910 0.924 -5.144
S 2.388 -1.146 -4.384
O 1.834 -0.621 -3.142
O 1.611 -0.728 -5.576
O 2.654 -2.589 -4.332
C 1.685 -4.153 0.888
C 1.842 -4.943 2.130
O 1.260 -6.254 1.911
O 0.384 -3.785 0.681
H 1.994 -4.718 0.009
H 2.395 -3.338 1.030
H 1.396 -4.468 3.003
H 2.866 -5.201 2.400
H 1.602 -6.800 2.623
H -0.131 -4.580 0.836
C -2.139 0.706 5.181
C -1.718 0.862 3.730
C -0.158 0.963 3.652
O 0.165 1.108 2.279
C 1.415 1.577 1.919
N -2.171 -0.266 2.928
H -3.176 0.383 5.276
H -2.049 1.643 5.731
H -1.508 0.005 5.727
H -2.258 1.711 3.312
H 0.423 0.202 4.172
H 0.117 1.909 4.119
H 1.722 1.717 0.883
H 2.111 0.805 2.247
H 1.615 2.552 2.363
H -3.176 -0.173 2.925
H -2.033 -1.149 3.397
```

Summary:
E, eV: -89658.979
E_LUMO, Ha: -0.03742
Relative energy (zero: lowest compared OMol25 entry of this formula, charge and spin), eV: 2.125
Charge: -2

How is the electron density shared among the atoms? According to Mulliken, the charges in e are: atom 1 (Hg): 0.50, atom 2 (S): 1.26, atom 3 (O): -0.47, atom 4 (O): -0.34, atom 5 (O): -0.52, atom 6 (O): -0.44, atom 7 (C): 0.55, atom 8 (F): -0.26, atom 9 (F): -0.23, atom 10 (F): -0.21, atom 11 (S): 1.02, atom 12 (O): -0.65, atom 13 (O): -0.57, atom 14 (O): -0.65, atom 15 (C): 0.56, atom 16 (F): -0.23, atom 17 (F): -0.22, atom 18 (F): -0.23, atom 19 (S): 1.07, atom 20 (O): -0.59, atom 21 (O): -0.67, atom 22 (O): -0.69, atom 23 (C): -0.38, atom 24 (C): -0.44, atom 25 (O): -0.53, atom 26 (O): -0.47, atom 27 (H): 0.28, atom 28 (H): 0.30, atom 29 (H): 0.28, atom 30 (H): 0.37, atom 31 (H): 0.28, atom 32 (H): 0.30, atom 33 (C): -1.54, atom 34 (C): 0.40, atom 35 (C): -0.94, atom 36 (O): -0.16, atom 37 (C): -0.86, atom 38 (N): -0.48, atom 39 (H): 0.40, atom 40 (H): 0.38, atom 41 (H): 0.34, atom 42 (H): 0.34, atom 43 (H): 0.38, atom 44 (H): 0.38, atom 45 (H): 0.34, atom 46 (H): 0.32, atom 47 (H): 0.27, atom 48 (H): 0.26, atom 49 (H): 0.19

***

The following is a DFT calculation (the ωB97M-V functional and the def2-TZVPD basis) of one molecule with the formula C8H17N at a distorted geometry.

The geometry in XYZ format:
```
26
C8H17N the ωB97M-V functional and the def2-TZVPD basis
C 1.277 1.867 -0.903
C 1.431 0.677 -0.341
C 2.648 0.342 0.465
C 0.170 -0.604 -0.451
C -0.094 -0.714 -1.940
C -0.757 -0.415 0.675
C -0.822 0.865 1.482
C -2.336 -0.462 -0.264
N -0.738 -1.525 1.545
H 2.111 2.552 -1.031
H 0.407 2.128 -1.490
H 3.128 -0.555 0.062
H 2.390 0.121 1.502
H 3.391 1.144 0.442
H 0.816 -1.452 -0.211
H -0.600 -1.649 -2.171
H 0.852 -0.762 -2.476
H -0.628 0.150 -2.327
H -1.607 0.816 2.236
H -1.018 1.709 0.827
H 0.094 1.025 2.047
H -2.506 -1.301 -0.935
H -2.487 0.506 -0.733
H -3.076 -0.589 0.525
H -0.737 -2.429 1.094
H -1.311 -1.446 2.372
```

Summary:
E, eV: -10059.446
E_LUMO, Ha: 0.03511
SMILES string: C=C(C)[C@H](C)C(C)(C)N
Relative energy (zero: lowest compared OMol25 entry of this formula, charge and spin), eV: 2.074

How is the electron density shared among the atoms? According to Mulliken, the charges in e are: atom 1 (C): -1.08, atom 2 (C): 0.62, atom 3 (C): -1.38, atom 4 (C): -0.07, atom 5 (C): -1.69, atom 6 (C): 1.69, atom 7 (C): -1.96, atom 8 (C): -1.50, atom 9 (N): -0.61, atom 10 (H): 0.31, atom 11 (H): 0.24, atom 12 (H): 0.31, atom 13 (H): 0.26, atom 14 (H): 0.44, atom 15 (H): 0.41, atom 16 (H): 0.46, atom 17 (H): 0.40, atom 18 (H): 0.33, atom 19 (H): 0.55, atom 20 (H): 0.34, atom 21 (H): 0.35, atom 22 (H): 0.34, atom 23 (H): 0.35, atom 24 (H): 0.44, atom 25 (H): 0.20, atom 26 (H): 0.26

***

The following is a DFT calculation (the ωB97M-V functional and the def2-TZVPD basis) of a 2-piece molecular cluster, C8H17N3O5 overall at a distorted geometry.

The geometry in XYZ format:
```
33
C8H17N3O5 the ωB97M-V functional and the def2-TZVPD basis
N 5.578 -1.120 0.562
C 4.613 -0.157 0.432
O 4.418 0.749 1.239
C 3.789 -0.468 -0.854
C 2.613 0.464 -1.170
C 1.484 0.096 -0.188
N 1.057 -1.328 -0.178
C 0.235 0.942 -0.379
O -0.835 0.549 -0.770
O 0.413 2.268 -0.250
H 6.313 -1.045 1.103
H 5.569 -1.910 -0.104
H 3.415 -1.551 -0.839
H 4.542 -0.378 -1.687
H 2.877 1.504 -1.076
H 2.247 0.336 -2.235
H 1.882 0.347 0.825
H 0.783 -1.585 0.751
H 0.277 -1.459 -0.772
H -0.491 2.654 -0.388
C -2.978 0.601 1.558
C -3.509 0.431 0.153
N -4.492 1.439 -0.177
C -4.032 -1.104 0.027
O -5.109 -1.551 -0.322
O -2.924 -1.842 0.121
H -3.733 0.423 2.239
H -2.045 -0.035 1.691
H -2.680 1.602 1.708
H -2.736 0.608 -0.511
H -5.068 1.070 -0.749
H -4.969 1.579 0.508
H -2.184 -1.312 0.465
```

Summary:
E, eV: -23278.476
E_LUMO, Ha: 0.01674
SMILES string: NC(=O)CC[C@H](N)C(=O)O.C[C@H](N)C(=O)O

How is the electron density shared among the atoms? According to Mulliken, the charges in e are: atom 1 (N): -0.33, atom 2 (C): 0.65, atom 3 (O): -0.62, atom 4 (C): -0.81, atom 5 (C): -0.88, atom 6 (C): 0.20, atom 7 (N): -0.62, atom 8 (C): 0.30, atom 9 (O): -0.64, atom 10 (O): -0.49, atom 11 (H): 0.18, atom 12 (H): 0.21, atom 13 (H): 0.38, atom 14 (H): 0.40, atom 15 (H): 0.34, atom 16 (H): 0.38, atom 17 (H): 0.38, atom 18 (H): 0.25, atom 19 (H): 0.27, atom 20 (H): 0.39, atom 21 (C): -1.46, atom 22 (C): 0.73, atom 23 (N): -0.79, atom 24 (C): 0.67, atom 25 (O): -0.60, atom 26 (O): -0.48, atom 27 (H): 0.46, atom 28 (H): 0.39, atom 29 (H): 0.40, atom 30 (H): 0.10, atom 31 (H): 0.23, atom 32 (H): 0.13, atom 33 (H): 0.29